(1)
{
  "formula": "C6H7HgO6",
  "method": "the ωB97M-V functional and the def2-TZVPD basis",
  "spin_multiplicity": 2,
  "homo_lumo_gap_ev": [7.8, 6.9],
  "charge": 0,
  "de_lowest_kcal_mol": 34.9,
  "energy_ha": -837.56159,
  "homo_ev": [-7.52, -8.30],
  "elements": ["Hg", "O", "O", "O", "O", "O", "O", "C", "C", "C", "C", "C", "C", "H", "H", "H", "H", "H", "H", "H"],
  "xyz": [[2.9630, 3.0240, 3.6578], [1.7990, 6.3552, 2.5358], [1.2597, 4.1648, 2.3186], [-2.2529, 4.7255, 1.6357], [0.1622, 3.4711, 5.9571], [2.4243, 3.4600, 5.9917], [1.1297, 3.1464, 7.8659], [-1.1285, 4.4817, 2.4556], [-0.8177, 3.4916, 6.9302], [0.1006, 4.4548, 1.5613], [1.3296, 3.2487, 6.5574], [2.1088, 5.2306, 2.8620], [-0.2351, 3.1777, 8.0852], [-0.6040, 2.8478, 9.0490], [-3.0569, 4.5753, 2.1389], [-0.0070, 3.6746, 0.7950], [-1.0109, 5.2739, 3.2136], [0.2181, 5.4262, 1.0595], [-1.7898, 3.8857, 6.6604], [-1.2221, 3.5155, 2.9800]]
}

---

(2)
{
  "formula": "C5H9NOS",
  "method": "the ωB97M-V functional and the def2-TZVPD basis",
  "smiles": "C=C(C)O/C(C)=N\\S",
  "spin_multiplicity": 1,
  "homo_lumo_gap_ev": 9.2,
  "charge": 0,
  "de_lowest_kcal_mol": 48.8,
  "energy_ha": -724.04207,
  "homo_ev": -8.34,
  "elements": ["S", "O", "N", "C", "C", "C", "C", "C", "H", "H", "H", "H", "H", "H", "H", "H", "H"],
  "xyz": [[2.3139, -0.0651, -0.9165], [-0.3654, -0.0737, -0.5340], [1.6215, -0.4107, 0.5519], [-0.2656, -0.6968, 1.9186], [0.3660, -0.3705, 0.6194], [-1.7006, 0.3195, -0.3485], [-1.7358, 1.7798, 0.0519], [-2.6716, -0.5446, -0.5911], [-1.1176, -1.3941, 1.8465], [-3.7121, -0.2833, -0.3502], [-1.2560, 2.3570, -0.7405], [-1.2477, 1.8610, 1.0228], [-2.4804, -1.5723, -1.0021], [-0.8127, 0.1589, 2.3767], [-2.7590, 2.1648, 0.0970], [3.4733, -0.5878, -0.6579], [0.5081, -1.1218, 2.5785]]
}

---

(3)
{
  "formula": "C13H19ClN2O3S",
  "method": "the ωB97M-V functional and the def2-TZVPD basis",
  "spin_multiplicity": 1,
  "homo_lumo_gap_ev": 9.4,
  "charge": 0,
  "de_lowest_kcal_mol": 359.1,
  "energy_ha": -1699.78289,
  "homo_ev": -9.16,
  "elements": ["Cl", "S", "O", "O", "O", "N", "N", "C", "C", "C", "C", "C", "C", "C", "C", "C", "C", "C", "C", "C", "H", "H", "H", "H", "H", "H", "H", "H", "H", "H", "H", "H", "H", "H", "H", "H", "H", "H", "H"],
  "xyz": [[4.7363, 2.4972, 0.4890], [1.1654, -2.4835, 0.5099], [1.4881, -3.5825, -0.8351], [1.1983, -3.2623, 1.6475], [-3.5894, 2.3930, 1.1893], [-2.8422, -0.0998, -0.3070], [-0.2870, -1.9528, 0.4336], [-3.7983, 1.0694, 1.6686], [3.7820, 0.3632, -0.6530], [-2.1077, -1.3264, -0.9665], [-0.6926, -1.3294, -0.6751], [2.4933, -0.7489, 1.5757], [3.7136, 0.9117, 0.7319], [-2.6558, 0.0867, 0.9962], [4.3084, 0.8807, -1.8208], [3.1824, 0.4914, 1.7972], [-3.4806, 2.3883, -0.3181], [-2.5255, 1.3110, -0.7416], [2.3415, -1.2695, 0.5058], [3.0105, -0.6886, -0.6672], [2.0650, -1.0160, 2.6184], [-3.7812, 1.1120, 2.5470], [-0.1744, -0.4300, -0.8251], [3.9684, 0.2993, -2.7342], [-4.8580, 0.6822, 1.3501], [-3.2139, 3.1006, -0.7004], [-2.5201, 1.4029, -2.2470], [-2.9960, -1.0444, 1.5155], [-1.7500, 0.3712, 1.3907], [-1.3657, 1.6064, -0.6273], [-2.3649, -1.1033, -2.2179], [-4.4401, 2.1687, -0.7719], [3.3492, 1.1434, 2.5699], [-2.5857, -2.0407, -0.6382], [2.7321, -1.1442, -1.5062], [3.9396, 1.9242, -1.8349], [-0.5922, -1.6254, 1.1365], [-0.2219, -1.9502, -1.6088], [5.3690, 0.8944, -1.9764]]
}

---

(4)
{
  "formula": "C5H15N3O",
  "method": "the ωB97M-V functional and the def2-TZVPD basis",
  "spin_multiplicity": 1,
  "homo_lumo_gap_ev": 7.9,
  "charge": 0,
  "de_lowest_kcal_mol": 129.3,
  "energy_ha": -438.82888,
  "homo_ev": -7.07,
  "elements": ["O", "N", "N", "N", "C", "C", "C", "C", "C", "H", "H", "H", "H", "H", "H", "H", "H", "H", "H", "H", "H", "H", "H", "H"],
  "xyz": [[0.8008, 1.2580, -0.0850], [-1.8223, 0.5859, -1.6076], [1.5073, 2.2145, 0.6552], [-2.0489, 1.2932, 0.5929], [-1.5174, 0.3564, -0.2786], [-1.2599, -2.1082, -0.6069], [2.1318, -0.8426, 1.0602], [1.6965, -0.3171, -0.2882], [-0.9776, -0.8394, 0.1640], [-1.6054, 1.5181, -1.9303], [1.5519, 3.0703, 0.0984], [-2.0942, 2.2325, 0.2227], [-0.4846, -2.8538, -0.4231], [-1.1686, -1.0025, 1.2203], [-1.5623, 1.3207, 1.4770], [1.4853, -1.6739, 1.3509], [1.6571, -1.1019, -1.0436], [-1.2712, -1.9941, -1.6937], [2.0787, -0.0421, 1.7984], [-1.5208, -0.1495, -2.2277], [-2.2221, -2.5448, -0.3193], [3.1837, -1.1428, 1.0373], [0.9590, 2.4486, 1.4889], [2.5030, 0.3145, -0.6622]]
}

---

(5)
{
  "formula": "CH29O14",
  "method": "the ωB97M-V functional and the def2-TZVPD basis",
  "spin_multiplicity": 1,
  "homo_lumo_gap_ev": 8.5,
  "charge": -1,
  "de_lowest_kcal_mol": 12.9,
  "energy_ha": -1108.89333,
  "homo_ev": -6.36,
  "elements": ["O", "O", "O", "O", "O", "O", "O", "O", "O", "O", "O", "O", "O", "O", "C", "H", "H", "H", "H", "H", "H", "H", "H", "H", "H", "H", "H", "H", "H", "H", "H", "H", "H", "H", "H", "H", "H", "H", "H", "H", "H", "H", "H", "H"],
  "xyz": [[1.0129, 3.5442, 0.4272], [-1.1169, 2.3397, 1.9751], [3.0680, 1.3914, -0.0133], [-2.4408, -1.9719, -1.9455], [-0.7194, -2.9960, 0.6696], [1.3757, -2.3447, -1.6459], [-2.9233, -0.8865, 2.6188], [-3.0025, 0.8596, -0.1480], [0.7749, -1.1311, 2.7486], [-0.0836, 2.2283, -2.3937], [-0.9771, -0.3701, 0.7826], [2.4400, -0.0014, -2.2885], [3.3995, -0.8771, 1.5073], [-2.9532, 0.9376, -2.9825], [-0.0423, 0.0061, -0.2318], [0.9717, -2.0289, -0.8627], [2.3130, -2.6495, -1.5090], [-2.3919, -1.1141, -1.6338], [-1.6783, -2.4177, -1.6374], [0.8979, -0.5356, -0.0261], [-0.8149, 1.5004, 1.6275], [0.2067, 1.0117, -0.2048], [-3.0218, 0.8908, -2.0147], [2.7025, 0.4054, -1.4674], [1.6436, 2.8942, 0.2034], [-0.6104, 2.9824, 1.5095], [-2.1037, 0.5886, -3.2450], [-3.7245, 0.2872, 0.0648], [2.9199, 0.6772, 0.6440], [-0.5891, 2.7654, -1.7330], [0.2372, -0.9087, 1.9907], [1.9605, -0.8207, -2.0986], [-1.1158, -2.1166, 0.7560], [0.1026, -0.9940, 3.4333], [-0.4176, -0.3493, -1.1283], [-2.2305, -0.7257, 1.9773], [0.1430, 1.3599, -1.9968], [-0.8398, -3.4780, 1.4553], [-2.5975, -1.6251, 3.1313], [4.2025, -1.0157, 1.0048], [3.8665, 1.8701, 0.0613], [2.8394, -1.6125, 1.3369], [1.4987, 4.0344, 1.0529], [-2.1817, 0.3962, 0.2286]]
}

---

(6)
{
  "formula": "C24H19Cl3MnN4O3S2Si",
  "method": "the ωB97M-V functional and the def2-TZVPD basis",
  "spin_multiplicity": 6,
  "homo_lumo_gap_ev": [8.1, 8.4],
  "charge": 0,
  "energy_ha": -4988.38511,
  "homo_ev": [-8.60, -8.84],
  "elements": ["Mn", "Cl", "Cl", "Cl", "S", "S", "Si", "O", "O", "O", "N", "N", "N", "N", "C", "C", "C", "C", "C", "C", "C", "C", "C", "C", "C", "C", "C", "C", "C", "C", "C", "C", "C", "C", "C", "C", "C", "C", "H", "H", "H", "H", "H", "H", "H", "H", "H", "H", "H", "H", "H", "H", "H", "H", "H", "H", "H"],
  "xyz": [[-1.4888, 1.1216, 0.3081], [-1.7631, 5.2832, 0.9553], [-3.5425, 2.5954, -0.1952], [-1.2458, 4.3954, -2.0411], [3.7533, -0.8635, 0.4839], [-2.5426, 0.9598, -4.6617], [-1.2557, 3.5881, -0.1010], [0.5780, 0.9559, 0.8814], [4.9655, -0.1835, 0.8382], [3.7685, -2.2971, 0.5476], [-0.3259, -2.4061, -2.2202], [-0.9851, -1.1365, -0.5134], [2.4627, -0.2651, 1.2990], [-2.0853, 0.8122, -2.1645], [-2.9052, 2.5158, 3.0466], [-0.9540, -1.2740, -1.8222], [-0.3292, -2.2572, -0.0163], [-3.4203, 1.2895, 2.6445], [-0.0503, -2.6549, 1.2891], [0.5909, -3.8583, 1.4767], [1.5482, 1.2151, -1.9502], [-0.7666, 1.4940, 3.5277], [-1.5815, 2.6218, 3.4457], [2.1212, 0.4960, -0.9167], [-1.7256, -0.4212, -4.0715], [-1.3058, 0.2643, 3.1631], [0.7191, -4.2906, -0.9002], [-2.6081, 0.1583, 2.6698], [0.0806, -3.0719, -1.0842], [0.6477, 1.5937, 4.0174], [3.7569, -0.4615, -2.4044], [-2.6375, 1.5646, -3.0612], [-1.5659, -0.3256, -2.7228], [1.6605, 0.4044, 0.5154], [2.0865, 1.0834, -3.2239], [0.9594, -4.6736, 0.3998], [3.1607, 0.2299, -3.4555], [3.2311, -0.2937, -1.1414], [-1.1796, 3.5906, 3.7172], [-0.1259, -2.6651, -3.1698], [0.8308, -4.1775, 2.4816], [-3.5359, 3.3943, 3.0317], [1.4700, -5.6057, 0.5966], [1.6677, 1.6508, -4.0460], [3.5551, 0.1223, -4.4579], [1.2074, 0.6912, 3.7799], [-1.4312, -1.2170, -4.7348], [1.1502, 2.4356, 3.5414], [-0.3141, -2.0213, 2.1180], [1.0263, -4.8963, -1.7424], [-4.4589, 1.2074, 2.3574], [-3.0241, -0.8144, 2.4334], [0.7160, 1.8803, -1.7553], [4.6084, -1.1099, -2.5662], [-3.1353, 2.4945, -2.8400], [0.6740, 1.7532, 5.0972], [-0.7071, -0.6212, 3.3162]]
}

---

(7)
{
  "formula": "C9H24NO8P",
  "method": "the ωB97M-V functional and the def2-TZVPD basis",
  "smiles": "CCNOC(=O)OP(=O)(O)O.CC(C)O.CC(C)O",
  "spin_multiplicity": 1,
  "homo_lumo_gap_ev": 10.0,
  "charge": 0,
  "de_lowest_kcal_mol": 43.4,
  "energy_ha": -1355.38522,
  "homo_ev": -9.75,
  "elements": ["P", "O", "O", "O", "O", "O", "O", "O", "O", "N", "C", "C", "C", "C", "C", "C", "C", "C", "C", "H", "H", "H", "H", "H", "H", "H", "H", "H", "H", "H", "H", "H", "H", "H", "H", "H", "H", "H", "H", "H", "H", "H", "H"],
  "xyz": [[-3.0474, 4.1434, 0.0788], [0.8149, -1.2414, 0.5922], [-3.0815, 3.2312, 1.4554], [-4.3555, 4.2278, -0.5670], [-1.9221, 3.6578, -0.9728], [-1.9716, 1.4155, 1.9856], [4.4398, -4.9702, -2.6632], [-3.3440, 1.0944, 0.3492], [-2.6383, 5.6264, 0.5531], [-4.6774, 1.4645, 0.0951], [5.3169, -4.1638, -1.8787], [-2.7569, 1.8901, 1.2776], [-6.9502, 1.7785, 0.8971], [2.3013, 0.0653, 1.9643], [2.0597, -0.5459, 0.5926], [5.2201, -4.5788, -0.4184], [-5.5976, 1.0082, 1.1356], [4.9600, -2.6966, -2.0605], [2.0468, 0.5190, -0.4938], [3.5402, -4.8207, -2.3492], [0.1171, -0.6020, 0.7828], [5.6289, -2.0533, -1.4848], [5.8960, -3.9908, 0.2058], [3.9310, -2.5044, -1.7414], [6.3293, -4.3433, -2.2448], [2.2980, -0.7086, 2.7336], [-4.9525, 1.1108, -0.8167], [3.2583, 0.5900, 2.0008], [-7.5528, 1.2049, 0.1695], [4.1998, -4.4491, -0.0454], [1.8626, 0.0671, -1.4705], [-5.2725, 1.2451, 2.1618], [2.9957, 1.0577, -0.5319], [-5.8094, -0.0785, 1.0498], [1.2429, 1.2405, -0.3191], [-2.1569, 2.7851, -1.3341], [-6.7031, 2.7548, 0.4351], [5.0237, -2.4139, -3.1127], [5.4691, -5.6350, -0.3034], [1.5060, 0.7717, 2.2191], [2.8383, -1.2806, 0.3765], [-7.5010, 1.9295, 1.8416], [-3.0056, 6.1978, -0.1446]]
}

---

(8)
{
  "formula": "C5H7NO2",
  "method": "the ωB97M-V functional and the def2-TZVPD basis",
  "smiles": "CC=C=O.CN=C=O",
  "spin_multiplicity": 1,
  "homo_lumo_gap_ev": 8.9,
  "charge": 0,
  "de_lowest_kcal_mol": 51.1,
  "energy_ha": -399.88419,
  "homo_ev": -8.29,
  "elements": ["O", "O", "N", "C", "C", "C", "C", "C", "H", "H", "H", "H", "H", "H", "H"],
  "xyz": [[-0.3491, -1.3570, -1.6175], [0.0225, 1.6561, 1.9688], [1.3580, 0.0480, -0.7831], [-1.5862, 0.4760, 0.6250], [-0.4761, 1.0478, 1.0846], [0.4706, -0.5911, -1.3137], [-2.1914, -0.7648, 1.2225], [2.7041, 0.3761, -1.1705], [-1.7398, -1.0005, 2.1840], [-2.0756, 0.9291, -0.2232], [-3.2703, -0.6559, 1.3606], [3.0343, -0.1373, -2.0752], [-2.0784, -1.5787, 0.5046], [2.7924, 1.4376, -1.4059], [3.3849, 0.1146, -0.3609]]
}